ORCA calculation (the ωB97M-V functional and the def2-TZVPD basis) on a molecular structure, C54H78BrCsFKN4O14 at a distorted geometry.

Geometry (Å):
C 0.3463 1.1691 3.1514
C 0.9906 1.1496 1.7961
C 2.3570 1.3024 1.6433
C 2.9298 1.2565 0.3963
C 2.1698 1.0909 -0.7454
C 2.9048 1.0121 -2.0949
C 3.1518 2.3836 -2.7390
C 2.2876 0.0155 -3.1343
C 0.7958 0.9864 -0.6056
O -0.0370 0.8164 -1.6821
C -0.3750 2.0053 -2.4144
C -0.6846 3.1660 -1.5217
C -1.6484 3.1264 -0.5990
O -2.4010 2.0360 -0.4221
C -3.7798 2.1225 -0.8663
C -4.6032 1.0200 -0.2018
N -4.0396 0.5512 1.0802
C -5.0379 0.4469 2.1282
C -5.0121 1.6058 3.1188
C -5.5655 2.9000 2.5410
O -3.6709 1.7280 3.5700
C -1.8729 4.2931 0.3130
O -2.8902 4.3727 0.9736
C -0.8046 5.3281 0.4181
C -0.8666 6.2580 1.5824
C 0.1648 5.9351 2.6822
C -0.4863 5.4690 3.9935
O 0.8998 7.1360 2.8758
C 0.1328 5.3559 -0.5323
Br 1.5459 6.5575 -0.5502
C 0.0973 4.4090 -1.6905
O 0.6731 4.6460 -2.7303
C 0.2235 0.9895 0.6484
H 0.1554 2.1850 3.4859
H -0.6124 0.6585 3.1019
H 0.9583 0.6405 3.8771
H 2.9650 1.4410 2.5255
H 4.0063 1.3558 0.3270
H 3.9035 0.6182 -1.8669
H 4.1624 2.4305 -3.1355
H 2.4665 2.5687 -3.5608
H 3.0615 3.1826 -2.0094
H 1.3643 0.3831 -3.5567
H 3.0217 -0.0675 -3.9355
H 2.1363 -0.9948 -2.7430
H 0.4114 2.2818 -3.1132
H -1.2544 1.7508 -3.0006
H -4.1677 3.1113 -0.6422
H -3.7854 1.9621 -1.9417
H -4.6502 0.2038 -0.9134
H -5.6072 1.4043 -0.0566
H -3.6244 -0.3497 0.9036
H -4.8108 -0.4336 2.7231
H -6.0508 0.3505 1.7230
H -5.6509 1.2998 3.9581
H -6.6392 2.9714 2.6837
H -5.3245 3.0060 1.4896
H -5.1077 3.7468 3.0516
H -3.6064 2.5170 4.1130
H -1.8683 6.2825 1.9935
H -0.6568 7.2663 1.2311
H 0.8289 5.1458 2.3194
H -1.5449 5.2578 3.8693
H -0.0235 4.5520 4.3541
H -0.3732 6.2395 4.7502
H 1.5303 7.0041 3.5893
H -0.8462 0.8766 0.7277
C -9.5240 -0.3629 3.3929
C -10.0861 -1.7763 3.3327
N -9.7196 -2.4802 2.1175
C -10.4645 -3.7080 1.9005
C -10.2638 -4.8617 2.8924
C -8.3073 -2.5336 1.8381
C -7.3941 -3.1950 2.8955
H -9.8121 0.2074 2.5102
H -9.9113 0.1476 4.2752
H -8.4337 -0.3504 3.4658
H -11.1761 -1.7160 3.3526
H -9.7923 -2.3181 4.2493
H -10.2444 -4.0616 0.8904
H -11.5242 -3.4410 1.8925
H -9.3103 -5.3709 2.7469
H -11.0457 -5.6078 2.7469
H -10.3229 -4.5274 3.9291
H -7.9560 -1.5119 1.6723
H -8.1599 -3.0308 0.8775
H -7.6426 -2.8916 3.9181
H -6.3678 -2.9036 2.7183
H -7.4260 -4.2855 2.8413
C -7.1243 0.8237 -2.2237
O -6.1371 0.1195 -2.5523
O -7.7184 1.5445 -3.2788
O -7.6216 0.9852 -1.1022
H -7.1827 1.2702 -4.0323
Cs -4.5446 -2.6629 3.2346
N 6.8399 1.2786 2.1832
C 7.3735 1.1317 0.9268
C 8.6820 0.7618 1.0664
C 8.9517 0.6793 2.4594
C 7.8000 1.0039 3.1212
H 5.8980 1.5501 2.3885
H 6.7830 1.3023 0.0421
H 9.3706 0.5678 0.2620
H 9.8869 0.4103 2.9194
H 7.5816 1.0610 4.1734
C 0.2760 -2.8814 0.1215
C 0.5574 -4.3802 0.1663
C 1.1962 -4.9386 -1.1132
O 0.3196 -5.0694 -2.2030
C 0.0760 -3.8989 -2.9561
N -0.6848 -5.0627 0.5242
H -0.6076 -2.6481 -0.4710
H 0.1020 -2.4989 1.1271
H 1.1109 -2.3165 -0.3003
H 1.2758 -4.5602 0.9725
H 1.5561 -5.9468 -0.9012
H 2.0789 -4.3443 -1.4111
H 0.9766 -3.2737 -3.0162
H -0.7471 -3.3062 -2.5495
H -0.1930 -4.2086 -3.9635
H -0.4978 -6.0467 0.6904
H -1.2959 -5.0527 -0.2884
K 3.2165 -1.3835 -1.1302
C 10.8358 -6.1341 -3.7982
C 9.8867 -5.9484 -2.7941
C 9.1403 -4.7779 -2.8035
C 9.3271 -3.8132 -3.7846
C 10.2906 -4.0083 -4.7866
C 11.0398 -5.1785 -4.7852
C 10.5275 -2.9873 -5.8276
O 11.3461 -3.1274 -6.7146
C 9.7104 -1.7275 -5.7668
C 9.9425 -0.7286 -6.7035
C 9.1982 0.4382 -6.6748
C 8.2113 0.6114 -5.7104
C 7.9793 -0.3804 -4.7733
C 8.7288 -1.5499 -4.7930
C 8.4860 -2.6007 -3.7563
O 7.6203 -2.4560 -2.9104
H 11.4252 -7.0422 -3.8037
H 9.7117 -6.6959 -1.9771
H 8.4030 -4.6144 -2.0304
H 11.7781 -5.3290 -5.5616
H 10.7119 -0.8787 -7.4479
H 9.3859 1.2160 -7.4033
H 7.6288 1.5239 -5.6906
H 7.2210 -0.2586 -4.0117
O -3.9163 7.1919 -0.0385
H -3.5761 6.2992 0.0805
H -4.3351 7.4050 0.8002
F 9.7063 -7.3333 -0.4957
O -3.9837 -0.3238 7.7440
H -4.3652 0.5560 7.6683
H -3.3973 -0.2666 8.5044

Cartesian forces, eV/Å:
-0.2 -0.4 -0.2
-0.3 0.0 -0.1
0.0 0.0 0.5
0.4 0.1 0.3
0.4 0.2 -1.3
-0.5 -0.2 -0.2
0.1 -0.1 0.0
0.7 0.7 -0.1
-0.2 -0.1 -0.2
0.0 -0.1 -0.1
-0.4 0.1 -0.1
0.2 0.1 0.0
-0.3 -0.1 -0.2
0.1 0.0 0.0
-0.1 0.1 0.2
0.9 0.0 -0.1
-0.5 0.2 -0.2
0.3 0.2 0.1
-0.3 0.1 -0.1
0.3 0.1 0.1
0.1 -0.2 0.1
-0.3 0.0 0.2
0.3 0.0 -0.1
-0.1 -0.1 0.0
0.2 0.4 0.0
-0.3 0.1 0.1
0.1 -0.3 -0.2
0.1 0.0 0.0
-0.2 -0.2 -0.1
0.2 0.3 0.0
0.1 0.0 -0.2
0.0 -0.1 0.3
-0.1 -0.1 0.7
0.1 0.1 0.1
-0.2 0.1 0.1
0.1 0.1 0.2
0.2 0.0 0.1
0.1 0.0 -0.2
0.1 0.4 0.0
0.1 0.0 -0.2
-0.1 0.2 0.0
-0.1 0.1 0.0
-0.1 -0.1 0.0
0.0 -0.1 -0.2
-0.9 0.6 -1.1
0.1 0.0 0.1
-0.1 -0.2 0.0
0.0 0.1 0.1
-0.1 0.1 -0.2
-0.4 -0.1 0.0
-0.3 -0.2 -0.2
0.2 -0.1 0.1
-0.1 0.7 -0.1
-0.2 -0.1 0.1
0.0 0.0 0.1
-0.1 -0.1 -0.1
0.0 0.0 -0.1
0.0 0.1 0.1
0.0 0.1 0.0
-0.2 -0.1 0.0
0.1 0.1 0.0
0.1 0.0 -0.1
-0.1 0.0 0.0
0.1 0.0 0.2
-0.1 0.1 0.1
0.1 0.0 0.0
-0.2 0.0 0.0
0.0 0.0 0.0
0.1 0.1 0.0
0.0 -0.1 0.1
-0.1 -0.1 -0.1
0.0 0.0 0.0
0.1 0.2 -0.1
-0.6 -0.2 -0.3
0.0 0.0 0.0
0.0 0.0 0.0
0.0 0.0 0.0
0.0 0.0 0.0
0.0 0.0 0.0
0.0 0.0 0.0
0.0 0.0 0.0
0.0 0.0 0.0
0.0 0.0 0.0
0.0 0.0 0.0
0.0 0.0 0.0
-0.1 -0.1 0.0
0.0 0.0 0.0
-3.5 -0.4 -0.9
0.0 0.0 0.1
0.2 0.0 0.0
0.0 0.0 -0.2
0.2 -0.3 0.3
-0.1 0.1 0.1
-0.1 0.1 -0.1
4.3 -0.4 1.3
0.0 0.0 0.0
-0.1 0.0 0.0
0.0 0.0 0.0
0.0 0.0 0.0
0.0 0.0 0.0
0.0 0.1 0.0
0.0 0.0 0.0
0.0 0.0 0.0
0.0 0.0 0.0
0.0 0.0 0.0
-0.1 0.1 0.1
0.0 0.2 -0.1
0.1 -0.1 0.1
-0.1 0.1 0.0
0.0 -0.1 0.0
-0.1 -0.1 0.0
0.0 0.0 -0.1
0.0 0.0 0.0
-0.2 -0.1 0.0
0.0 0.0 0.0
0.0 0.0 0.0
0.0 0.0 0.1
0.0 0.0 0.0
0.0 0.1 0.0
0.0 0.0 0.0
0.0 0.0 0.1
0.0 0.0 0.0
1.4 -1.8 1.9
-0.1 0.1 0.0
-0.1 -0.2 -0.2
0.0 0.0 0.0
0.0 0.1 0.0
0.0 0.1 0.0
0.0 -0.1 0.1
0.0 0.0 0.0
0.0 0.0 0.0
0.0 -0.1 0.1
0.0 0.1 0.0
0.0 0.0 0.0
0.0 0.0 0.0
0.0 0.1 0.0
0.0 0.0 0.0
0.1 -0.2 0.1
-0.3 0.4 0.0
0.0 0.0 0.0
0.2 0.1 0.3
0.0 0.0 0.0
0.0 0.1 0.0
0.0 -0.1 0.0
0.0 0.0 0.0
0.0 0.0 0.0
0.0 0.0 0.0
0.1 0.0 0.0
-0.1 0.0 0.1
0.0 0.0 0.0
-0.2 0.0 -0.1
0.0 0.0 -0.1
0.0 0.0 0.0
0.0 0.0 0.0

Calculated values
Energy (Ha): -6670.53034
HOMO level (eV): -5.99
Charge: 0
Frontier orbital gap (eV): 3.676